1.
Molecular formula: C2HN3OS
Method: DFT, ωB97M-V/def2-TZVPD

As for the total energy: -19434.7243 eV. The calculation puts the lowest unoccupied orbital energy (alpha / beta) at -0.071 / -3.334 eV. Its spin multiplicity is 3. For the HOMO-LUMO gap (alpha / beta), the calculation gives 7.50 / 7.02 eV. The value obtained for the energy above the lowest of the compared OMol25 structures with the same formula, charge and spin is 6.6 kcal per mole. As for the expectation value of S²: 2.0354.

Last column: Löwdin charge in e.
Element x y z (Å)
C -0.917 -0.094 -0.110  -0.18
C 1.255 0.091 -0.223  -0.33
N -0.945 1.131 0.117  -0.03
N 1.175 1.283 -0.066  -0.02
N 0.043 1.953 0.151  0.05
O 0.658 -2.259 0.710  -0.49
S 0.548 -1.425 -0.467  0.92
H -1.817 -0.679 -0.113  0.08

2.
Molecular formula: C2HN5O
Method: DFT, ωB97M-V/def2-TZVPD

As for the total energy: -11583.3452 eV. The calculation puts the lowest unoccupied orbital energy at -1.766 eV. For the HOMO-LUMO gap, the calculation gives 8.50 eV. The value obtained for the energy above the lowest of the compared OMol25 structures with the same formula, charge and spin is 61.4 kcal per mole.

Last column: Löwdin charge in e.
Element x y z (Å)
O -2.159 -0.633 -0.093  0.15
C -1.065 -0.347 -0.482  -0.58
N 0.009 -1.161 -0.382  0.19
C 0.993 -0.730 0.335  -0.14
N 0.885 0.386 1.144  0.07
N 0.207 1.369 0.781  0.03
N -0.023 1.557 -0.536  0.01
N -0.739 0.855 -1.248  0.17
H 1.894 -1.296 0.481  0.12

3.
Molecular formula: C2HNO
Method: DFT, ωB97M-V/def2-TZVPD

As for the total energy: -5624.8488 eV. The calculation puts the lowest unoccupied orbital energy at -0.853 eV. For the HOMO-LUMO gap, the calculation gives 11.00 eV. The value obtained for the energy above the lowest of the compared OMol25 structures with the same formula, charge and spin is 39.9 kcal per mole.

Last column: Löwdin charge in e.
Element x y z (Å)
N 0.582 -1.201 -1.688  0.07
C 0.430 -0.735 -0.662  -0.16
C -0.138 0.436 0.633  -0.13
O 0.244 0.930 1.668  0.09
H -1.117 0.571 0.049  0.12

4.
Molecular formula: C2HNO2S2
Method: DFT, ωB97M-V/def2-TZVPD

As for the total energy: -29343.6054 eV. The calculation puts the lowest unoccupied orbital energy at -0.147 eV. For the HOMO-LUMO gap, the calculation gives 9.51 eV. The value obtained for the energy above the lowest of the compared OMol25 structures with the same formula, charge and spin is 32.8 kcal per mole.

Last column: Löwdin charge in e.
Element x y z (Å)
S -0.968 -1.488 -2.027  0.74
C -0.169 -0.626 -0.914  -0.89
N 1.184 -0.516 -0.717  0.07
O 1.401 0.150 0.489  0.00
C 0.222 0.656 0.893  -0.90
S -0.016 1.603 2.150  0.82
O -0.729 0.215 0.012  0.00
H 1.771 -1.328 -0.841  0.16

5.
Molecular formula: C2HNO4
Method: DFT, ωB97M-V/def2-TZVPD

As for the total energy: -11765.4291 eV. The calculation puts the lowest unoccupied orbital energy at -1.373 eV. For the HOMO-LUMO gap, the calculation gives 9.01 eV. The value obtained for the energy above the lowest of the compared OMol25 structures with the same formula, charge and spin is 88.8 kcal per mole.

Last column: Löwdin charge in e.
Element x y z (Å)
O 0.590 1.924 0.523  0.12
C 0.098 0.884 0.311  -0.11
C -1.560 0.810 -0.435  -0.19
O -2.483 1.486 -0.177  0.20
N -1.518 -0.166 -1.585  -0.37
O -0.429 -0.287 -2.096  0.10
O -2.538 -0.737 -1.860  0.13
H 0.484 -0.121 0.489  0.11

6.
Molecular formula: C2HNO4
Method: DFT, ωB97M-V/def2-TZVPD

As for the total energy: -11764.8912 eV. The calculation puts the lowest unoccupied orbital energy at -1.412 eV. For the HOMO-LUMO gap, the calculation gives 9.01 eV. The value obtained for the energy above the lowest of the compared OMol25 structures with the same formula, charge and spin is 101.2 kcal per mole.

Last column: Löwdin charge in e.
Element x y z (Å)
O 0.495 0.929 1.604  0.14
C 1.291 0.201 1.128  -0.11
C 1.159 -0.951 -0.118  -0.26
O 1.627 -0.819 -1.179  0.22
N 0.795 -2.111 0.630  -0.33
O -0.257 -2.665 0.276  0.13
O 1.477 -2.324 1.635  0.11
H 2.230 -0.094 1.443  0.10